[1]
The following is a DFT calculation (ωB97M-V/def2-TZVPD) of a single C2H6OSi molecule.

Geometry (Å):
C: -0.25247 -0.61936 -0.06821
C: -1.52372 0.43942 0.02946
O: -0.49710 -1.79772 -0.12056
Si: 1.58075 -0.07564 -0.02066
H: -1.46547 0.91087 1.00324
H: -2.44872 -0.10447 -0.09071
H: -1.39398 1.18455 -0.74635
H: 2.28996 -1.00822 -0.88816
H: 1.71214 1.30839 -0.46884
H: 1.99861 -0.23782 1.37080

Forces on atoms 1 to 3 (eV/Å):
-2.44 1.28 0.18
2.36 -1.46 -0.22
0.15 -0.19 -0.04

Summary:
- molar mass (g mol⁻¹) = 74.155
- SMILES = CC(=O)[SiH3]
- frontier orbital gap (eV) = 9.945
- E_HOMO (eV) = -9.1

Löwdin population analysis, charges in e, atoms 1 to 8: -0.56 -0.05 -0.02 0.70 0.06 0.06 0.05 -0.07

=====

[2]
The following is a DFT calculation (ωB97M-V/def2-TZVPD) of a single CH4N2S2 molecule.

Geometry (Å):
C: -0.15679 -0.61688 -0.50260
H: 0.47516 -0.71645 2.74191
H: 0.80995 -2.29547 0.22366
H: -0.24474 -1.26490 -1.48574
H: -1.59560 2.45979 -0.91026
N: 0.49778 -1.38110 0.46257
N: -0.61961 0.57213 -0.30788
S: 1.37940 -0.68261 1.74411
S: -1.23261 1.38143 -1.65891

Forces on atoms 1 to 3 (eV/Å):
-0.56 -0.44 -1.29
-0.14 -0.09 -0.20
-0.05 -0.36 -0.37

Summary:
- molar mass (g mol⁻¹) = 108.191
- SMILES = S/N=C/NS
- frontier orbital gap (eV) = 8.984
- E_HOMO (eV) = -8.2

Löwdin population analysis, charges in e, atoms 1 to 8: -0.45 -0.15 0.05 0.14 -0.14 -0.44 -0.42 0.73